Density functional theory data (ωB97M-V with the def2-TZVPD basis set) for a 14-piece molecular cluster, C58H126O41 overall in a non-equilibrium geometry.

Summary:
- M (g/mol) = 1479.60
- electronic energy (eV) = -146125.15210
- maximum force (eV Å⁻¹) = 3.63
- E_LUMO (eV) = 0.54
- orbital gap (eV) = 9.585

Atoms and positions in Å:
C 1.396871 -7.522733 3.092078
O -0.038409 -7.326822 3.103754
C -0.578940 -7.150599 4.292801
O 0.054861 -7.150552 5.338415
O -1.887260 -6.925097 4.098222
C -2.767468 -6.716270 5.252124
H 1.655730 -8.317952 3.760983
H 1.935498 -6.626991 3.244496
H 1.621520 -7.951324 2.109261
H -2.951864 -7.703274 5.727086
H -3.634245 -6.284952 4.844149
H -2.283905 -6.007032 5.921632
C 5.760610 -3.942146 1.835090
O 5.674383 -3.324936 0.586227
C 4.451744 -2.916790 0.162532
O 3.480673 -2.856288 0.835180
O 4.564422 -2.499663 -1.085058
C 3.519909 -1.641492 -1.563275
H 6.827730 -4.137316 2.056718
H 5.192933 -4.885214 1.820926
H 5.345687 -3.310231 2.619373
H 3.512016 -0.723459 -1.003694
H 2.585722 -2.220643 -1.512067
H 3.682330 -1.282800 -2.553090
C -6.318409 -0.470323 1.850549
O -5.330909 0.006598 2.753693
C -5.165192 -0.698484 3.797405
O -5.961004 -1.588452 4.123449
O -4.067184 -0.284568 4.408500
C -3.504480 -1.179023 5.392719
H -5.921803 -1.413861 1.475349
H -6.212918 0.246630 1.060569
H -7.263796 -0.538183 2.345102
H -2.471591 -1.295095 5.030196
H -4.007494 -2.132466 5.488520
H -3.547541 -0.702970 6.363476
C 4.538460 8.021943 0.291431
O 4.370461 6.617795 0.396821
C 3.269994 6.106211 -0.055303
O 3.122755 4.947280 -0.313569
O 2.329191 6.994172 -0.401927
C 1.068411 6.414632 -0.890534
H 4.274456 8.346267 -0.707187
H 5.582989 8.240835 0.393409
H 3.893672 8.557392 1.005569
H 0.337187 7.176749 -0.575261
H 0.851223 5.464642 -0.433792
H 1.142107 6.338275 -1.972819
C 1.922971 -0.983544 2.890943
O 2.905039 -1.622582 3.778492
C 2.853514 -2.968703 3.863036
O 1.919290 -3.616734 3.414620
O 3.940172 -3.429489 4.520540
C 3.772497 -4.778255 4.924677
H 1.778321 0.036007 3.210570
H 1.011393 -1.575605 2.906013
H 2.249599 -1.076180 1.865460
H 2.713707 -4.846729 5.161542
H 4.460089 -5.025722 5.750559
H 3.980101 -5.345630 4.035432
C 0.567689 3.523067 3.059151
O -0.010922 4.684170 3.682439
C -0.728795 5.458527 2.955036
O -1.028184 5.311712 1.788869
O -1.144928 6.490649 3.736195
C -2.162308 7.313512 3.193554
H 1.026359 3.719006 2.065306
H -0.162484 2.754203 2.881627
H 1.295255 3.117138 3.790997
H -2.054255 8.235200 3.760652
H -3.226730 7.012366 3.358412
H -1.866198 7.383123 2.130874
C 0.361514 -4.637056 0.453854
O 0.591993 -6.029781 0.187432
C -0.473165 -6.718644 -0.161219
O -1.610075 -6.227232 -0.304769
O -0.161442 -7.973480 -0.329171
C -1.250219 -8.869507 -0.369630
H 1.276578 -4.205089 0.741448
H -0.359398 -4.628414 1.314553
H 0.014923 -4.112751 -0.455747
H -2.122692 -8.474437 -0.814053
H -1.381893 -9.334948 0.598052
H -0.964754 -9.628562 -1.026888
C -3.504469 5.727602 -4.318450
O -2.352593 5.185913 -3.693771
C -1.276122 5.307245 -4.433148
O -1.203247 5.959347 -5.459570
O -0.364669 4.457272 -3.979064
C 0.734616 4.306722 -4.959791
H -3.633559 5.303575 -5.323550
H -3.404396 6.812283 -4.388932
H -4.348850 5.412183 -3.707192
H 1.359923 3.489652 -4.651581
H 1.392779 5.222895 -5.022164
H 0.305630 4.058259 -5.880707
C 3.601687 4.069673 -2.937468
O 3.272789 5.412260 -3.241613
C 4.397816 6.201215 -3.687580
C 4.045454 7.333072 -4.701720
O 3.160648 8.277500 -4.136994
C 2.244957 8.835627 -5.041158
C 2.809950 10.010120 -5.877520
O 3.157686 11.129866 -5.030634
C 4.498257 11.529695 -5.159715
H 3.723799 3.544947 -3.842847
H 2.759799 3.699877 -2.380916
H 4.593320 3.965960 -2.406917
H 4.989466 5.548446 -4.379735
H 5.034457 6.560035 -2.841496
H 3.675209 6.884631 -5.631924
H 4.975156 7.833236 -4.954377
H 1.452707 9.194841 -4.398426
H 1.823376 8.072202 -5.725294
H 2.027000 10.287014 -6.604144
H 3.675247 9.686519 -6.481053
H 4.762725 11.812039 -6.230467
H 5.148563 10.697911 -4.975477
H 4.803768 12.360876 -4.470344
C -5.177820 -0.769009 -2.389559
O -5.234022 0.554228 -1.835676
C -4.271055 1.348581 -2.529632
C -3.927293 2.634515 -1.734579
O -3.094357 2.110285 -0.703328
C -2.650286 3.059952 0.224920
C -3.670998 3.498419 1.244468
O -4.753452 4.210673 0.649930
C -4.547395 5.449821 0.043885
H -4.179067 -1.230738 -2.293444
H -5.477804 -0.777966 -3.373540
H -5.877877 -1.456934 -1.862501
H -4.627257 1.541298 -3.536061
H -3.357635 0.737711 -2.631758
H -4.788239 3.083918 -1.262608
H -3.408919 3.338996 -2.396756
H -2.082689 3.831197 -0.256463
H -1.960377 2.486027 0.792965
H -3.213367 4.036395 2.011831
H -4.176102 2.583250 1.588740
H -3.887044 6.161283 0.563970
H -5.507907 5.878520 -0.107738
H -3.974335 5.397755 -0.865602
C -6.180070 -4.026203 2.190420
O -5.298352 -3.436504 1.277849
C -4.544874 -4.305290 0.399747
C -5.370450 -5.022246 -0.581918
O -5.924268 -4.047515 -1.450544
C -6.900941 -4.503384 -2.400878
C -6.306532 -4.820546 -3.757749
O -6.218168 -3.544622 -4.314965
C -5.845842 -3.501669 -5.624495
H -5.707866 -4.690935 2.955587
H -6.978869 -4.672983 1.709025
H -6.549719 -3.146706 2.720601
H -3.950395 -5.038639 0.952200
H -3.783138 -3.673702 -0.098350
H -6.271672 -5.481854 -0.111772
H -4.744796 -5.798205 -1.017198
H -7.598353 -3.676035 -2.532613
H -7.451594 -5.452036 -2.161815
H -7.007020 -5.393347 -4.318113
H -5.379219 -5.404911 -3.747846
H -5.970254 -2.509423 -5.994361
H -6.349834 -4.204995 -6.307203
H -4.789846 -3.719205 -5.610538
C -2.063860 -3.642514 3.496226
O -1.429830 -2.427515 3.051856
C -2.285049 -1.749242 2.078792
C -2.086743 -0.219174 1.971916
O -0.753546 0.142020 1.658534
C -0.614900 0.086748 0.259953
C 0.749025 0.793877 -0.131047
O 1.017439 0.462096 -1.471124
C 0.397284 1.331990 -2.440391
H -3.120383 -3.513718 3.758505
H -1.501601 -3.959806 4.338906
H -1.970486 -4.309043 2.714841
H -3.338990 -1.915377 2.279052
H -2.264847 -2.197195 1.084270
H -2.306023 0.185927 2.964831
H -2.807501 0.012008 1.174638
H -1.459420 0.588833 -0.282075
H -0.676317 -1.007159 -0.044377
H 1.593201 0.427349 0.537407
H 0.573194 1.873073 -0.011298
H -0.128357 0.789879 -3.256681
H 1.141171 1.947271 -2.966690
H -0.321931 2.049643 -1.929835
C 4.233925 1.567548 0.325415
O 5.124709 1.440462 1.400600
C 5.441292 0.181053 1.900345
C 6.329645 0.385922 3.049806
O 6.679728 -0.879751 3.534030
C 7.425084 -0.945673 4.691320
C 7.924968 -2.397859 4.905027
O 8.725434 -2.890121 3.860001
C 9.822442 -2.115972 3.561782
H 3.454430 0.784393 0.374138
H 4.748981 1.398161 -0.625434
H 3.731391 2.600273 0.331856
H 5.920443 -0.413101 1.074796
H 4.506418 -0.277384 2.331294
H 5.728664 0.975061 3.745610
H 7.257970 0.933717 2.843064
H 6.796602 -0.706686 5.566883
H 8.220047 -0.234263 4.691356
H 7.056127 -3.087221 4.978073
H 8.535718 -2.466081 5.849196
H 10.354438 -1.660469 4.486157
H 9.769180 -1.297315 2.844846
H 10.550569 -2.781608 3.119502
O -3.059834 -6.186180 -3.428351
C -2.326235 -5.298435 -3.069389
O -0.996233 -5.359682 -3.205399
C -0.455592 -6.606598 -3.759658
C 0.976480 -6.573998 -3.347512
C -2.650940 -3.895097 -2.545776
H -0.546018 -6.620546 -4.804995
H -1.054214 -7.435023 -3.394104
H 1.070348 -6.888714 -2.366755
H 1.258658 -5.548030 -3.473253
H 1.656022 -7.174583 -4.009883
H -3.714506 -3.669653 -2.590327
H -2.035062 -3.208482 -3.105921
H -2.235818 -3.906799 -1.504429

Force components x, y, z for each atom (eV/Å):
-0.908 -1.582 -1.185
0.595 -0.061 -0.720
0.522 0.520 1.337
-1.324 -0.006 -0.856
-0.237 -0.088 0.492
2.166 -1.090 0.009
0.183 -0.056 0.879
0.363 1.004 0.351
-0.195 0.541 -0.046
0.027 0.807 -0.142
-1.176 0.343 -0.484
-0.055 -0.214 0.234
-0.043 -0.700 1.189
-0.426 0.462 -1.743
2.247 0.286 0.063
-1.630 -0.188 1.051
0.782 0.320 -1.013
-0.879 -0.749 0.814
-0.625 0.181 -0.305
0.219 0.122 0.058
0.115 0.075 -0.029
-0.407 0.063 0.727
0.088 0.702 0.025
0.652 -0.553 -0.963
1.184 -0.119 -0.717
0.426 1.877 -1.373
-1.693 -2.147 1.648
1.827 0.930 0.374
-0.119 -0.769 0.874
0.762 0.460 -0.213
-0.636 -0.155 -0.039
-0.746 0.352 -0.564
-0.635 -0.031 -0.061
-0.269 -0.223 0.545
-0.288 -0.050 -0.444
0.136 0.251 0.125
-0.657 0.773 -0.234
1.197 0.289 0.759
-1.796 -0.280 -2.226
0.391 -1.368 0.980
-0.466 0.084 0.567
0.406 1.447 0.262
-0.254 0.084 -0.226
0.454 -0.065 0.575
0.462 -0.188 -0.134
0.123 -0.485 -0.346
0.071 -0.236 0.175
-0.044 -0.093 0.024
-0.084 -1.619 0.272
0.345 -0.194 -0.189
-1.301 0.882 -0.928
1.471 0.051 0.847
-0.605 1.394 -0.068
-0.271 -0.007 -0.078
0.109 0.114 0.186
-0.261 0.318 0.403
0.528 0.237 -0.183
0.128 -0.814 0.457
-0.400 0.339 -0.427
0.105 -0.891 -0.104
0.913 -0.372 -0.203
1.407 -1.297 0.776
-1.669 1.465 -0.769
0.241 0.000 0.295
0.013 -1.358 0.375
0.143 0.594 -0.576
-0.090 0.320 0.830
-0.677 -0.211 0.069
-0.331 0.497 -0.581
0.069 0.283 -0.424
1.010 -0.548 -0.258
-0.954 0.590 0.367
-1.780 -0.298 0.312
0.595 -0.099 -0.356
-2.746 2.377 0.064
2.136 -1.057 0.325
0.519 -0.396 0.080
0.296 -0.626 0.315
1.220 0.249 0.504
0.559 0.577 -1.006
-0.227 -0.373 0.509
-1.017 0.917 0.092
-0.339 0.289 0.340
0.734 -1.394 -1.012
-0.656 0.144 -0.253
-0.458 -0.044 0.652
0.230 -0.283 -1.715
0.165 -0.225 0.989
1.641 0.084 -0.773
0.742 1.354 1.531
0.147 0.186 0.239
-0.263 -0.125 0.006
0.067 0.261 0.083
0.019 -0.330 0.566
-1.042 -0.897 0.147
-0.594 -0.100 -1.455
1.182 0.927 0.705
0.716 1.569 -0.237
-0.008 -0.649 -1.319
-0.154 -0.475 1.370
0.179 -0.590 -0.179
0.165 0.613 -0.362
-0.084 -0.148 0.437
-0.411 -0.401 -0.436
0.771 0.703 -1.230
0.038 -0.961 -1.383
0.021 -0.390 0.434
-1.194 0.207 -0.012
0.182 0.199 0.858
-0.584 -0.270 -0.499
-0.363 0.031 0.167
0.475 0.006 -0.081
-0.386 0.296 -0.097
0.181 0.217 0.197
0.187 0.239 0.302
-0.099 0.062 0.315
-0.499 0.126 1.067
0.544 -0.660 0.475
-0.837 -0.726 -0.593
-0.143 -0.589 2.956
0.571 -0.525 -0.431
-0.126 0.278 0.641
-0.033 -2.103 -0.496
-0.289 0.461 -0.445
0.127 -0.651 0.520
-1.551 -0.984 -2.439
-0.560 0.072 0.608
1.583 0.264 0.437
-0.131 0.362 -0.021
-0.523 0.122 -2.556
0.428 0.747 -0.035
-0.206 0.331 -0.354
0.046 0.415 0.062
-0.451 0.136 -0.276
0.160 -0.003 0.232
0.128 0.893 -0.306
1.118 -0.330 0.776
0.728 0.958 1.415
0.372 0.271 0.324
-0.408 -0.173 0.873
-0.707 0.440 -0.268
-0.120 -0.495 -1.104
-0.571 -0.847 0.276
1.149 -0.579 -0.892
0.653 0.867 1.313
-1.880 -0.034 -0.065
-0.357 -0.397 -0.988
0.438 -1.419 0.322
-0.080 0.901 0.809
-0.633 0.682 0.539
1.124 -0.539 -0.930
0.198 0.390 -0.531
0.614 1.001 0.388
-0.596 -0.573 0.067
-0.126 -0.083 0.398
-0.713 -0.120 0.188
0.839 -0.269 0.064
-0.037 -0.094 -0.684
-0.076 -0.203 0.047
0.378 0.822 0.923
-0.897 -0.690 -0.627
0.263 0.353 0.230
-0.228 0.783 -0.273
-0.152 0.007 0.340
0.779 -0.241 -0.810
0.172 2.190 0.329
-1.626 0.959 -0.702
0.346 -0.048 0.276
0.234 -1.977 1.223
-0.816 0.652 -0.450
1.029 -0.487 -0.875
-1.340 -1.396 0.799
0.168 0.530 -1.115
-0.574 0.737 0.422
0.079 0.155 -0.032
0.456 -0.455 0.785
-0.065 -1.962 -1.547
-0.359 0.056 0.731
0.895 -0.331 -0.230
-0.213 0.326 -0.482
0.095 0.826 0.342
0.627 -0.186 0.519
0.615 1.116 -0.059
-1.192 0.521 -0.958
0.420 -0.099 0.130
0.151 -0.100 0.870
0.133 -0.128 0.388
0.663 -0.914 -0.686
-0.920 0.190 -0.018
0.082 1.758 0.267
-1.299 -0.842 -1.689
1.087 0.313 1.096
-0.546 -0.870 -0.724
-0.624 -1.140 1.229
-0.139 0.348 0.447
-0.839 -0.047 -0.277
2.609 0.685 1.133
0.171 0.403 0.151
0.095 0.224 -0.139
0.939 -1.483 0.054
-0.464 -0.063 0.822
0.814 -0.235 -0.795
0.199 0.043 0.546
-0.189 0.218 -0.316
0.070 0.020 -0.002
0.967 0.576 -0.126
0.502 0.503 -0.017
-0.682 0.283 -0.511
-0.951 -0.739 -1.017
-1.026 0.201 -0.074
0.303 -0.302 -0.086
-0.283 0.242 0.392
0.063 0.916 -0.590
0.249 -0.917 -0.398
-0.441 0.340 1.320
0.621 -0.459 -2.354
0.394 -1.358 0.851
-0.365 0.356 -1.549
0.108 -0.116 0.273
0.533 -0.459 1.989
0.574 0.569 0.198
-0.775 0.327 0.599
0.089 0.013 0.127
-0.031 0.339 -0.235
-0.596 0.199 -0.722

Atomic partial charges in e from the Löwdin method, atoms 1 to 6: number 1, C, carries 0.00; number 2, O, carries 0.00; number 3, C, carries -0.61; number 4, O, carries 0.10; number 5, O, carries -0.03; number 6, C, carries 0.00